(1)
# BrH3NOP

A cluster of 2 separate species, BrH3NOP in total at a distorted geometry (the ωB97M-V functional and the def2-TZVPD basis, the OMol25 dataset).

The HOMO energy comes out at -9.83 eV. The HOMO-LUMO gap is 0.33962 hartree. As for the relative energy (zero: lowest compared OMol25 entry of this formula, charge and spin): 17.5 kcal per mole. The total energy is -3047.18473 a.u. The SMILES is NP=O.Br.

Each line ends with the Mulliken charge.
Geometry (Å):
N 1.09 -0.72 0.17  -0.397
P 1.24 0.92 0.19  0.369
O -0.14 1.33 -0.02  -0.387
H 0.26 -1.07 -0.19  0.240
H 2.01 -1.11 -0.03  0.278
Br -2.96 0.08 0.06  -0.382
H -1.50 0.57 -0.18  0.279

***

(2)
# BrH3NP

A structure of composition BrH3NP at a distorted geometry (the ωB97M-V functional and the def2-TZVPD basis, the OMol25 dataset).

The HOMO energy (alpha / beta) comes out at -9.33 / -9.33 eV. The HOMO-LUMO gap (alpha / beta) is 0.32437 / 0.32439 hartree. As for the relative energy (zero: lowest compared OMol25 entry of this formula, charge and spin): 49.2 kcal per mole. The total energy is -2971.85743 a.u.

Each line ends with the Mulliken charge.
Geometry (Å):
N -1.09 0.30 -0.59  -0.665
P 0.90 -0.95 -0.41  0.221
Br 2.25 0.56 0.31  -0.086
H -1.00 1.35 -0.52  0.224
H -1.40 -0.02 0.28  0.237
H 0.34 -1.24 0.93  0.069

***

(3)
# BrH3O3P

The ion BrH3O3P with charge +1 at a distorted geometry (the ωB97M-V functional and the def2-TZVPD basis, the OMol25 dataset).

The HOMO energy comes out at -16.70 eV. The HOMO-LUMO gap is 0.45608 hartree. As for the relative energy (zero: lowest compared OMol25 entry of this formula, charge and spin): 10.2 kcal per mole. The total energy is -3142.71061 a.u. Its charge is +1.

Each line ends with the Mulliken charge.
Geometry (Å):
O -0.35 -0.80 1.25  -0.343
O 1.11 -0.37 -0.90  -0.416
O -0.73 1.25 -0.24  -0.343
P -0.37 -0.24 -0.23  0.954
Br -1.58 -1.49 -1.43  0.018
H -0.94 -0.18 1.77  0.382
H 1.35 -1.28 -1.31  0.388
H -0.59 1.66 -1.07  0.360

***

(4)
# BrH5N3OP

A structure of composition BrH5N3OP at a distorted geometry (the ωB97M-V functional and the def2-TZVPD basis, the OMol25 dataset).

The HOMO energy comes out at -9.48 eV. The HOMO-LUMO gap is 0.35198 hartree. As for the relative energy (zero: lowest compared OMol25 entry of this formula, charge and spin): 4.4 kcal per mole. The total energy is -3157.91288 a.u.

Each line ends with the Mulliken charge.
Geometry (Å):
N 0.90 -0.35 0.80  -0.549
N -0.51 0.05 -1.50  -0.629
N -1.78 0.45 0.87  -0.482
O -1.08 -2.02 0.01  -0.636
P -0.60 -0.64 0.05  0.940
Br -3.44 0.23 -0.05  -0.031
H 1.28 -0.67 1.65  0.231
H 1.17 0.61 0.81  0.247
H 0.47 0.41 -1.49  0.297
H -0.49 -0.82 -2.09  0.297
H -1.85 0.06 1.92  0.315

***

(5)
# BrH6NSi2

A cluster of 2 separate species, BrH6NSi2 in total at a distorted geometry (the ωB97M-V functional and the def2-TZVPD basis, the OMol25 dataset).

The HOMO energy (alpha / beta) comes out at -8.07 / -8.78 eV. The HOMO-LUMO gap (alpha / beta) is 0.28308 / 0.30535 hartree. As for the relative energy (zero: lowest compared OMol25 entry of this formula, charge and spin): 90.3 kcal per mole. The total energy is -3211.27231 a.u.

Each line ends with the Mulliken charge.
Geometry (Å):
N -0.19 -0.05 -0.84  -0.196
Si -1.04 1.34 -0.07  0.322
Si 1.00 -1.06 -0.01  0.193
Br 2.59 0.17 0.69  -0.142
H -0.67 -0.58 -1.52  0.269
H 0.04 2.09 0.47  -0.115
H -1.75 0.41 0.93  -0.043
H -1.83 2.11 -1.06  -0.083
H 0.17 -2.38 2.16  -0.106
H 1.68 -2.05 -0.75  -0.098

***

(6)
# BrH8LiO4

A structure of composition BrH8LiO4 at a distorted geometry (the ωB97M-V functional and the def2-TZVPD basis, the OMol25 dataset).

The HOMO energy comes out at -10.10 eV. The HOMO-LUMO gap is 0.30877 hartree. As for the relative energy (zero: lowest compared OMol25 entry of this formula, charge and spin): 57.9 kcal per mole. The total energy is -2887.31870 a.u.

Each line ends with the Mulliken charge.
Geometry (Å):
Li 2.42 0.34 2.59  0.792
Br 0.73 0.29 0.82  -0.821
O 0.08 -3.06 1.03  -0.562
H -0.26 -2.91 0.21  0.283
H 0.59 -2.30 1.29  0.315
O 0.66 -0.16 -3.05  -0.608
H 1.61 -0.03 -2.96  0.313
H 0.49 0.07 -2.13  0.284
O -2.22 -0.81 0.83  -0.551
H -1.38 -0.47 0.66  0.254
H -2.85 -0.03 0.73  0.302
O -0.11 3.24 0.29  -0.552
H 0.21 3.45 -0.64  0.348
H 0.04 2.40 0.31  0.202

***

(7)
# BrH8O4Zn

A structure of composition BrH8O4Zn at a distorted geometry (the ωB97M-V functional and the def2-TZVPD basis, the OMol25 dataset).

The HOMO energy comes out at -13.77 eV. The HOMO-LUMO gap is 0.11040 hartree. As for the relative energy (zero: lowest compared OMol25 entry of this formula, charge and spin): 197.8 kcal per mole. The total energy is -4658.61241 a.u. Its charge is +1.

Each line ends with the Mulliken charge.
Geometry (Å):
Zn -0.03 -5.20 0.95  0.900
Br 0.05 -1.39 1.26  0.096
O 4.49 0.25 0.45  -0.615
H 3.55 0.13 0.59  0.283
H 4.55 0.82 -0.32  0.334
O -2.53 1.36 -1.54  -0.596
H -3.40 1.53 -1.19  0.320
H -2.02 1.05 -0.79  0.275
O -2.57 1.43 3.85  -0.600
H -3.03 1.80 3.09  0.322
H -2.03 0.73 3.49  0.277
O 0.69 -0.59 -3.35  -0.605
H 1.20 -1.10 -3.99  0.325
H 1.08 -0.82 -2.51  0.285

***

(8)
# BrHNO2S

A structure of composition BrHNO2S at a distorted geometry (the ωB97M-V functional and the def2-TZVPD basis, the OMol25 dataset).

The HOMO energy comes out at -3.78 eV. The HOMO-LUMO gap is 0.27128 hartree. As for the relative energy (zero: lowest compared OMol25 entry of this formula, charge and spin): 16.2 kcal per mole. The total energy is -3178.03282 a.u. Its charge is -1.

Each line ends with the Mulliken charge.
Geometry (Å):
N 0.60 -0.58 0.36  -0.410
O -0.07 1.84 0.50  -0.549
O -1.51 0.03 -0.39  -0.547
S 0.03 0.70 -0.39  0.376
Br 2.39 -1.03 -0.03  -0.247
H -1.44 -0.96 -0.04  0.378

***

(9)
# BrI3Y

A structure of composition BrI3Y at a distorted geometry (the ωB97M-V functional and the def2-TZVPD basis, the OMol25 dataset).

The HOMO energy comes out at -5.68 eV. The HOMO-LUMO gap is 0.29450 hartree. The total energy is -3505.76165 a.u. Its charge is -1.

Each line ends with the Mulliken charge.
Geometry (Å):
Y -0.46 0.38 0.02  0.444
I -0.76 1.53 -2.62  -0.317
I 1.90 1.44 1.37  -0.305
I -1.73 -1.40 2.07  -0.352
Br 1.05 -1.96 -0.83  -0.471

***

(10)
# BrNO3Pb3

A structure of composition BrNO3Pb3 at a distorted geometry (the ωB97M-V functional and the def2-TZVPD basis, the OMol25 dataset).

The HOMO energy comes out at -23.32 eV. The HOMO-LUMO gap is 0.19944 hartree. As for the relative energy (zero: lowest compared OMol25 entry of this formula, charge and spin): 73.1 kcal per mole. The total energy is -3431.05332 a.u. Its charge is +4.

Each line ends with the Mulliken charge.
Geometry (Å):
Pb 4.23 1.05 -1.52  1.523
Pb 1.58 -1.86 1.31  1.618
Pb -0.45 1.52 -1.78  1.480
Br 1.85 -0.10 -1.03  -0.154
N -1.85 -0.22 0.68  0.959
O -0.63 -0.46 0.58  -0.532
O -2.22 0.88 0.14  -0.551
O -2.52 -0.80 1.62  -0.344

***

> Among the records above, which one has the highest total energy?

BrH8LiO4